C7H14O | ωB97M-V/def2-TZVPD

ORCA input file:
```
! RIJCOSX wB97M-V def2-TZVPD def2/J DEFGRID3
* xyz 0 1
C -1.473 1.827 -0.530
C -0.115 1.282 -0.048
C 0.520 2.033 1.021
C 0.756 0.773 -1.204
C 0.065 -0.320 -0.454
C 0.897 -1.477 -0.204
C 0.342 -2.836 -0.256
H -2.159 1.846 0.322
H -1.809 1.244 -1.396
H -1.403 2.882 -0.856
H 0.756 1.722 2.038
H 0.965 2.950 0.675
H 0.397 0.805 -2.244
H 1.824 0.819 -1.042
H -1.002 -0.595 -0.623
H 1.910 -1.163 0.044
H 0.107 -3.264 -1.283
H 1.046 -3.547 0.206
H -0.712 -2.821 0.057
H 0.063 -1.108 1.322
H -0.447 -0.056 2.326
O -0.526 -0.996 2.129
*
```

HOMO energy	-0.231	Ha
frontier orbital gap	0.1808	Ha
LUMO level	-1.37	eV
energy relative to the best compared isomer or geometry (same formula, charge and spin)	163.2	kcal/mol
DFT total energy	-9526.688	eV